*one*
Computed, not measured: a cluster of 2 separate species, C8H18OSi in total, with wB97M-V/def2-TZVPD.

Calculated values
**LUMO energy**: 0.0165 Ha

The geometry in ORCA input format:
```
! wB97M-V def2-TZVPD RIJCOSX def2/J DEFGRID3
* xyz 0 1
H 2.194 -2.915 -1.430
H 2.190 -2.222 0.080
H -0.846 4.341 0.367
C -0.389 0.608 3.167
H -0.892 -1.016 -2.525
O 0.433 1.345 -1.536
H 0.431 0.917 -2.397
H -0.536 2.915 -0.563
H -0.551 -3.200 -0.795
H -2.008 2.869 0.234
C -1.058 1.441 2.065
C -0.390 2.465 1.522
C 2.022 -2.030 -0.960
C -0.492 -2.236 -0.269
C 0.578 -1.520 -1.065
H -0.052 -2.581 -2.967
H -0.863 0.803 4.153
H -0.615 -0.468 2.909
H 0.635 0.869 3.161
H 0.539 2.804 1.836
H 0.819 -0.952 -3.129
H 2.667 -1.179 -1.243
H -1.876 1.089 1.478
C 0.050 -1.536 -2.524
Si 0.625 0.258 -0.323
H -0.278 -2.399 0.828
C -0.954 3.236 0.318
H -1.385 -1.706 -0.392
*
```

Computed natural (NBO) charges, given in elementary charges: 0.211, 0.215, 0.214, -0.641, 0.199, -1.154, 0.490, 0.234, 0.208, 0.199, -0.196, -0.158, -0.612, -0.624, -0.588, 0.213, 0.217, 0.209, 0.219, 0.188, 0.187, 0.201, 0.188, -0.619, 1.240, 0.215, -0.653, 0.199

---

*two*
Computed, not measured: a cluster of 2 separate species, C8H18OSi in total, with wB97M-V/def2-TZVPD.

Calculated values
**LUMO energy**: 0.0281 Ha
**Structure (SMILES)**: CC(C)[SiH](O)C(C)C.C#C

The geometry in ORCA input format:
```
! wB97M-V def2-TZVPD RIJCOSX def2/J DEFGRID3
* xyz 0 1
C 2.913 2.255 -1.996
C 3.391 1.972 -3.061
H 1.035 0.845 -2.606
H 0.594 -2.438 -1.295
H 2.078 -1.523 -1.798
C 0.049 0.380 -2.299
H 2.645 2.399 -0.955
H -0.285 -0.273 -3.076
H 0.723 -0.036 3.220
H -1.987 -1.280 3.548
C -0.852 -0.687 1.910
H -2.831 1.149 0.602
C -2.173 -0.861 2.611
H 0.454 1.046 1.786
H -0.413 -1.735 1.983
H 1.562 -1.688 -0.136
C 1.152 -1.572 -1.144
Si -1.275 -0.396 0.018
C 0.330 -0.292 -1.009
C -0.041 0.432 2.550
H -2.649 0.066 2.754
O -2.351 0.904 -0.189
H 3.471 1.962 -4.110
H -2.239 -1.531 -0.140
H -2.771 -1.556 2.122
H -0.794 1.119 -2.262
H 0.894 0.359 -0.288
H -0.630 0.982 3.260
*
```

Computed natural (NBO) charges, given in elementary charges: -0.234, -0.235, 0.226, 0.208, 0.217, -0.634, 0.240, 0.210, 0.213, 0.202, -0.640, 0.496, -0.605, 0.200, 0.222, 0.207, -0.605, 1.659, -0.658, -0.624, 0.185, -1.090, 0.233, -0.244, 0.212, 0.221, 0.209, 0.210

---

The structure with the least stability is *two*.

---

*one*
Computed, not measured: a cluster of 2 separate species, CHN3O3 in total, with wB97M-V/def2-TZVPD.

Calculated values
**LUMO energy (alpha / beta)**: -0.1711 / -0.1711 Ha

The geometry in ORCA input format:
```
! wB97M-V def2-TZVPD RIJCOSX def2/J DEFGRID3
* xyz 0 1
N -0.475 1.414 -0.031
N -0.610 0.230 0.325
O -1.260 2.075 -0.601
C -2.957 -0.286 -0.149
O 0.683 1.803 0.419
O -3.371 0.006 0.878
H 0.213 -0.539 0.350
N -2.522 -0.565 -1.264
*
```

Computed natural (NBO) charges, given in elementary charges: 0.557, -0.275, -0.286, 0.697, -0.375, -0.441, 0.459, -0.337

---

*two*
Computed, not measured: the molecule CHN3O3, with wB97M-V/def2-TZVPD.

Calculated values
**LUMO energy**: 0.0168 Ha
**Structure (SMILES)**: ON=c1onno1

The geometry in ORCA input format:
```
! wB97M-V def2-TZVPD RIJCOSX def2/J DEFGRID3
* xyz 0 1
O 0.581 0.788 -0.765
H -0.364 -2.956 -0.418
N 0.417 2.001 -0.492
N 0.044 2.273 0.641
C 0.012 0.039 0.317
N -0.306 -1.180 0.268
O -0.068 0.974 1.258
O -0.317 -1.939 -0.810
*
```

Computed natural (NBO) charges, given in elementary charges: -0.286, 0.491, 0.134, 0.111, 0.649, -0.228, -0.365, -0.505

---

The structure with the least stability is *one*.

---

*one*
Computed, not measured: the molecule C5H10N2S, with wB97M-V/def2-TZVPD.

Calculated values
**LUMO energy**: 0.0293 Ha
**Structure (SMILES)**: CN1CCN(C)C1=S

The geometry in ORCA input format:
```
! wB97M-V def2-TZVPD RIJCOSX def2/J DEFGRID3
* xyz 0 1
H 2.291 0.759 -0.089
H 2.344 -1.441 -1.540
C 1.373 0.287 0.360
N 0.725 -0.628 -0.555
H -2.348 1.485 1.544
C -0.633 -0.590 -0.407
N -0.912 0.460 0.422
H 0.266 2.090 -0.015
C 1.443 -1.782 -1.062
C 0.263 1.277 0.658
H 0.327 1.674 1.684
H 0.772 -2.300 -1.774
S -1.724 -1.631 -1.087
H 1.710 -2.501 -0.276
H -2.969 0.223 0.433
C -2.234 1.039 0.561
H 1.705 -0.243 1.325
H -2.399 1.823 -0.181
*
```

Computed natural (NBO) charges, given in elementary charges: 0.210, 0.199, -0.211, -0.427, 0.200, 0.298, -0.419, 0.185, -0.413, -0.218, 0.207, 0.249, -0.255, 0.190, 0.248, -0.412, 0.182, 0.189

---

*two*
Computed, not measured: a cluster of 2 separate species, C5H10N2S in total, with wB97M-V/def2-TZVPD.

Calculated values
**LUMO energy**: 0.0282 Ha
**Structure (SMILES)**: CCC(S)=C=N.C=N

The geometry in ORCA input format:
```
! wB97M-V def2-TZVPD RIJCOSX def2/J DEFGRID3
* xyz 0 1
H -0.598 1.020 1.059
S 0.026 -1.922 -1.263
C -0.097 -0.274 -0.618
C 2.092 -0.581 0.890
H 2.020 0.510 1.117
H -2.551 0.041 -0.748
H -3.025 -0.909 0.589
C 0.496 0.571 -1.438
H 2.593 -0.759 -0.081
H -3.071 0.813 0.626
H 1.538 -1.208 2.636
H 0.686 -2.380 -0.291
H -0.700 -0.720 1.343
C -2.464 0.001 0.317
N 0.986 1.439 -2.116
C -0.951 0.003 0.624
H 2.034 1.630 -2.092
N 1.916 -1.489 1.736
*
```

Computed natural (NBO) charges, given in elementary charges: 0.213, 0.035, -0.374, -0.033, 0.142, 0.216, 0.216, 0.436, 0.165, 0.218, 0.343, 0.114, 0.219, -0.622, -0.630, -0.410, 0.392, -0.640

---

*three*
Computed, not measured: the molecule C5H10N2S, with wB97M-V/def2-TZVPD.

Calculated values
**LUMO energy**: 0.0332 Ha
**Structure (SMILES)**: N[C@@H]1C[C@]1(N)[C@@H]1CS1

The geometry in ORCA input format:
```
! wB97M-V def2-TZVPD RIJCOSX def2/J DEFGRID3
* xyz 0 1
S 1.460 0.036 -1.401
H 1.405 1.338 0.936
H -2.461 -1.123 -0.198
H -1.075 0.685 2.477
N -2.235 -0.379 0.469
H -0.110 -1.854 -1.560
C -0.811 -0.125 0.440
C -0.273 0.482 1.705
C -0.277 0.244 -0.919
H 1.037 -1.238 1.078
H -0.520 -1.747 1.955
H -0.344 -0.678 -2.940
H -0.737 1.175 -1.314
C -0.036 -0.831 -1.911
C 0.009 -0.970 1.394
N 0.711 1.534 1.674
H -2.757 0.446 0.196
H 1.200 1.533 2.544
*
```

Computed natural (NBO) charges, given in elementary charges: 0.094, 0.359, 0.355, 0.212, -0.810, 0.223, 0.044, -0.040, -0.303, 0.228, 0.228, 0.227, 0.233, -0.488, -0.463, -0.821, 0.360, 0.359

---

*four*
Computed, not measured: the molecule C5H10N2S, with wB97M-V/def2-TZVPD.

Calculated values
**LUMO energy**: 0.0296 Ha
**Structure (SMILES)**: C=NN[C@H]1C[C@]1(C)S

The geometry in ORCA input format:
```
! wB97M-V def2-TZVPD RIJCOSX def2/J DEFGRID3
* xyz 0 1
H 0.044 0.954 1.693
N -2.362 -0.373 -0.072
H 3.335 -0.634 0.271
S 2.279 -1.064 -0.460
H -1.893 1.447 -0.372
C -0.170 0.357 -0.891
H -2.855 -2.313 -0.244
H 0.078 -0.827 1.704
C 1.012 0.101 0.008
H 1.562 0.100 2.092
C 0.888 1.402 -0.739
C 0.642 0.090 1.498
C -2.084 -1.581 -0.340
N -1.423 0.576 -0.221
H -1.089 -1.913 -0.517
H 0.709 2.239 -0.044
H -0.256 -0.180 -1.817
H 1.583 1.618 -1.549
*
```

Computed natural (NBO) charges, given in elementary charges: 0.221, -0.200, 0.128, -0.016, 0.381, -0.098, 0.185, 0.221, -0.183, 0.210, -0.424, -0.605, -0.211, -0.436, 0.156, 0.221, 0.213, 0.238

---

The structure with the least stability is *two*.

---

*one*
Computed, not measured: the molecule C5H10N2S, with wB97M-V/def2-TZVPD.

Calculated values
**LUMO energy**: 0.0296 Ha
**Structure (SMILES)**: C=NN1CC[C@H](S)C1

The geometry in ORCA input format:
```
! wB97M-V def2-TZVPD RIJCOSX def2/J DEFGRID3
* xyz 0 1
C -0.647 -0.585 -1.545
H 0.146 -1.128 -2.138
S -0.113 -1.057 2.445
C 0.455 0.554 0.285
H 1.551 0.762 0.254
H -0.156 -2.374 2.463
H -1.524 -0.420 -2.176
N -0.147 0.694 -1.044
H -0.030 1.246 1.002
H -1.067 -2.376 -0.363
N 0.306 1.564 -1.954
H 1.054 -1.518 0.394
H -1.918 -0.960 0.134
C -0.974 -1.313 -0.252
C 0.182 -0.920 0.659
C 0.993 2.565 -1.605
H 1.260 2.808 -0.561
H 1.322 3.267 -2.399
*
```

Computed natural (NBO) charges, given in elementary charges: -0.205, 0.176, -0.020, -0.258, 0.203, 0.118, 0.215, -0.257, 0.202, 0.217, -0.207, 0.215, 0.216, -0.425, -0.328, -0.206, 0.155, 0.188

---

*two*
Computed, not measured: the molecule C5H10N2S, with wB97M-V/def2-TZVPD.

Calculated values
**LUMO energy**: 0.0100 Ha
**Structure (SMILES)**: C=NN(C=S)CCC

The geometry in ORCA input format:
```
! wB97M-V def2-TZVPD RIJCOSX def2/J DEFGRID3
* xyz 0 1
N -1.493 0.607 -0.045
H -0.289 -1.176 2.330
H 0.798 -2.813 0.620
C 0.996 -1.607 0.391
N -0.320 0.261 -0.783
C 0.512 1.339 -1.354
H -2.842 1.987 0.439
S 0.484 2.894 -1.721
H 0.635 0.494 1.409
H -0.855 -1.601 -0.424
H -1.600 2.727 -0.712
C 0.064 -1.281 -0.730
H 1.396 0.916 -1.786
H 2.222 -1.618 -0.056
H 0.406 -1.633 -1.616
C -2.047 1.799 -0.215
C 0.571 -0.680 1.748
H 1.363 -0.617 2.506
*
```

Computed natural (NBO) charges, given in elementary charges: -0.255, 0.236, 0.220, -0.409, -0.284, -0.146, 0.178, -0.030, 0.235, 0.219, 0.205, -0.206, 0.189, 0.208, 0.208, -0.141, -0.643, 0.215

---

*three*
Computed, not measured: the molecule C5H10N2S, with wB97M-V/def2-TZVPD.

Calculated values
**LUMO energy**: 0.0275 Ha
**Structure (SMILES)**: C[C@H](S)[C@H]1CN=CN1

The geometry in ORCA input format:
```
! wB97M-V def2-TZVPD RIJCOSX def2/J DEFGRID3
* xyz 0 1
H -0.786 -1.987 1.434
H 2.101 1.715 -0.008
C 0.255 0.155 0.433
N -0.703 0.993 1.392
C 1.035 1.475 -0.357
C -0.509 -0.864 -0.524
H 0.964 1.298 -1.545
H -2.166 -1.283 0.645
C -1.300 -1.773 0.392
H -0.973 0.703 2.218
C -0.322 2.321 1.297
H -0.986 -0.616 -1.484
H -1.006 2.963 1.995
H -1.520 -2.981 0.104
S 0.627 -1.898 -1.463
H 0.931 -0.520 1.159
N 0.348 2.736 0.303
H 0.939 -2.916 -0.421
*
```

Computed natural (NBO) charges, given in elementary charges: 0.208, 0.225, -0.061, -0.640, -0.270, -0.393, 0.220, 0.214, -0.617, 0.372, 0.249, 0.251, 0.187, 0.229, -0.040, 0.215, -0.475, 0.127

---

The structure with the least stability is *two*.

---

*one*
Computed, not measured: a cluster of 2 separate species, C2H5O2 in total, with wB97M-V/def2-TZVPD.

Calculated values
**LUMO energy**: 0.1260 Ha

The geometry in ORCA input format:
```
! wB97M-V def2-TZVPD RIJCOSX def2/J DEFGRID3
* xyz -1 1
H -0.868 -0.941 0.351
C 0.919 0.056 -0.104
C 0.041 -0.891 -0.277
O -2.993 0.899 0.893
H -2.923 0.499 1.791
H 0.253 -1.399 -1.180
O 2.060 0.125 -0.957
H 2.424 0.929 -1.318
H 1.087 0.724 0.801
*
```

Computed natural (NBO) charges, given in elementary charges: 0.281, 0.130, -0.484, -1.368, 0.378, 0.194, -0.779, 0.480, 0.169

---

*two*
Computed, not measured: a cluster of 2 separate species, C2H5O2 in total, with wB97M-V/def2-TZVPD.

Calculated values
**LUMO energy**: 0.1381 Ha

The geometry in ORCA input format:
```
! wB97M-V def2-TZVPD RIJCOSX def2/J DEFGRID3
* xyz -1 1
H 1.340 1.118 -1.181
C -0.522 0.414 0.169
C 0.733 0.732 0.523
H -1.389 0.935 0.541
O -0.941 -2.643 0.024
H -0.710 -0.417 -0.514
H 0.935 1.004 1.561
O 1.762 1.093 -0.314
H -1.207 -2.236 -0.810
*
```

Computed natural (NBO) charges, given in elementary charges: 0.477, -0.573, 0.161, 0.196, -1.329, 0.255, 0.135, -0.693, 0.370

---

The structure with the least stability is *two*.

---

*one*
Computed, not measured: a cluster of 2 separate species, C2H5O2 in total, with wB97M-V/def2-TZVPD.

Calculated values
**LUMO energy**: 0.1681 Ha

The geometry in ORCA input format:
```
! wB97M-V def2-TZVPD RIJCOSX def2/J DEFGRID3
* xyz -1 1
H -0.032 -1.716 1.089
H -0.326 2.116 -1.645
H 0.485 2.063 0.813
C 0.263 1.179 0.205
O -0.294 -2.648 1.129
H 0.451 0.390 -1.745
O 0.167 0.181 1.008
C 0.048 1.218 -1.166
H -0.762 -2.783 0.312
*
```

Computed natural (NBO) charges, given in elementary charges: 0.519, 0.169, 0.073, 0.260, -0.994, 0.175, -0.829, -0.823, 0.450

---

*two*
Computed, not measured: a cluster of 2 separate species, C2H5O2 in total, with wB97M-V/def2-TZVPD.

Calculated values
**LUMO energy**: 0.1747 Ha

The geometry in ORCA input format:
```
! wB97M-V def2-TZVPD RIJCOSX def2/J DEFGRID3
* xyz -1 1
H 1.103 -0.100 1.830
C -0.696 -0.420 -0.511
C -2.010 0.105 -0.770
H 1.741 0.604 0.736
O 1.929 0.380 1.651
O 0.509 -0.048 -0.764
H -2.948 -0.342 -0.296
H -0.783 -1.439 0.175
H -2.381 0.516 -1.848
*
```

Computed natural (NBO) charges, given in elementary charges: 0.467, 0.271, -0.804, 0.503, -0.980, -0.806, 0.166, 0.023, 0.161

---

*three*
Computed, not measured: a cluster of 2 separate species, C2H5O2 in total, with wB97M-V/def2-TZVPD.

Calculated values
**LUMO energy**: 0.1708 Ha

The geometry in ORCA input format:
```
! wB97M-V def2-TZVPD RIJCOSX def2/J DEFGRID3
* xyz -1 1
H -3.218 -0.586 0.279
H 1.773 1.913 -0.612
C 0.746 0.107 0.043
H -1.785 -0.762 0.476
O -0.498 0.383 0.116
H 1.015 -0.915 0.363
H 2.772 0.330 -0.549
O -2.597 -1.320 0.318
C 1.791 0.850 -0.435
*
```

Computed natural (NBO) charges, given in elementary charges: 0.443, 0.168, 0.242, 0.513, -0.840, 0.069, 0.159, -1.001, -0.754

---

The structure with the least stability is *two*.